The following is a DFT calculation (the ωB97M-V functional and the def2-TZVPD basis) of a molecular structure, C27H23N4OPPdS.

Values from the calculation:
- Calculated total energy: -59985.3765 eV
- Lowest unoccupied orbital energy: 0.3 eV
- Total charge: 0
- Max |F|: 0.0051 hartree/bohr

Each line ends with the natural charge from an NBO analysis.
Element x y z (Å)
Pd (-1.344, 0.659, -0.162)  0.471
S (-1.001, 2.778, -1.260)  -0.288
P (-1.206, -1.553, -0.547)  1.024
O (-3.982, 1.341, -0.613)  -0.552
N (0.669, 1.129, 0.481)  -0.275
N (1.448, 3.418, -2.016)  -0.800
N (1.440, 1.882, -0.361)  -0.483
N (-0.989, 0.278, 2.460)  -0.439
C (-0.350, -3.119, -2.737)  -0.185
C (1.349, -2.406, -4.281)  -0.183
C (-1.801, -0.263, 3.362)  0.046
C (-5.584, -2.448, -1.500)  -0.197
C (1.206, 0.684, 1.560)  0.219
C (-3.223, 0.409, -0.676)  0.423
C (2.646, 0.891, 1.915)  -0.682
C (-0.016, -1.412, 4.432)  -0.162
C (0.724, 2.639, -1.167)  0.283
C (0.839, -0.860, 3.496)  -0.235
C (-2.906, -2.063, -0.887)  -0.382
C (-0.235, -1.916, -2.044)  -0.386
C (1.471, -1.209, -3.595)  -0.230
C (-3.394, -3.356, -1.059)  -0.195
C (-4.732, -3.542, -1.368)  -0.199
C (0.802, -3.096, 0.627)  -0.205
C (0.679, -0.959, -2.482)  -0.121
C (-0.845, -4.185, 2.572)  -0.154
C (-1.370, -3.312, 1.631)  -0.222
C (0.317, -0.006, 2.524)  0.161
C (-1.365, -1.102, 4.375)  -0.260
C (-0.552, -2.766, 0.645)  -0.352
C (0.503, -4.512, 2.547)  -0.228
C (-3.770, -0.977, -0.984)  -0.043
C (1.327, -3.963, 1.574)  -0.200
C (-5.111, -1.163, -1.299)  -0.191
C (0.434, -3.360, -3.854)  -0.217
H (3.053, 1.709, 1.330)  0.261
H (-1.058, -3.871, -2.416)  0.212
H (1.450, -2.678, -0.135)  0.228
H (-2.421, -3.057, 1.665)  0.224
H (1.961, -2.598, -5.153)  0.214
H (0.368, -2.077, 5.196)  0.219
H (0.331, -4.294, -4.391)  0.215
H (2.176, -0.457, -3.924)  0.220
H (-1.492, -4.609, 3.329)  0.208
H (-5.117, -4.544, -1.506)  0.217
H (3.232, -0.005, 1.689)  0.226
H (-2.850, -0.001, 3.274)  0.202
H (-2.065, -1.495, 5.100)  0.222
H (1.894, -1.094, 3.511)  0.224
H (0.770, -0.013, -1.963)  0.226
H (2.380, -4.212, 1.548)  0.216
H (-2.742, -4.212, -0.935)  0.218
H (2.423, 3.548, -1.807)  0.394
H (-6.627, -2.608, -1.742)  0.218
H (-5.759, -0.299, -1.366)  0.237
H (0.962, 4.135, -2.523)  0.401
H (2.752, 1.100, 2.980)  0.222
H (0.909, -5.198, 3.280)  0.215



The following is a DFT calculation (the ωB97M-V functional and the def2-TZVPD basis) of a single C4H8Si molecule at a distorted geometry.

Values from the calculation:
- Calculated total energy: -12153.1647 eV
- Lowest unoccupied orbital energy: 1.0 eV
- Total charge: 0
- Max |F|: 0.0698 hartree/bohr
- SMILES string: C1=C[SiH2]CC1

Each line ends with the natural charge from an NBO analysis.
Element x y z (Å)
Si (-0.850, -0.743, 1.169)  1.069
C (0.035, -0.527, -1.394)  -0.104
C (-0.780, -1.258, -0.595)  -0.702
C (0.462, 0.860, 0.767)  -0.793
C (0.741, 0.695, -0.809)  -0.453
H (-1.502, -1.964, -1.087)  0.234
H (1.409, 1.152, 1.325)  0.238
H (0.332, 1.518, -1.295)  0.206
H (-0.296, 1.761, 0.671)  0.219
H (0.413, -0.771, -2.387)  0.207
H (-2.382, -0.359, 1.417)  -0.165
H (1.812, 0.763, -1.024)  0.210
H (-0.255, -1.376, 2.317)  -0.167



The following is a DFT calculation (the ωB97M-V functional and the def2-TZVPD basis) of 2 unconnected molecules or ions with the total composition C4H5N3.

Values from the calculation:
- Calculated total energy: -8695.5612 eV
- Lowest unoccupied orbital energy: -0.1 eV
- Total charge: 0
- Max |F|: 0.0144 hartree/bohr
- SMILES string: C1=C=NC=NC=1.N

Each line ends with the natural charge from an NBO analysis.
Element x y z (Å)
N (1.913, 0.729, 2.030)  -1.101
N (-1.606, -1.710, -1.476)  -0.450
N (-1.281, 0.638, -1.402)  -0.447
C (-1.890, -0.425, -1.887)  0.237
C (-0.337, 0.473, -0.455)  0.074
C (0.063, -0.799, 0.068)  -0.284
C (-0.706, -1.563, -0.606)  0.431
H (0.120, 1.386, -0.082)  0.227
H (1.474, -0.188, 2.136)  0.378
H (2.191, 1.119, 2.931)  0.363
H (2.710, 0.638, 1.391)  0.364
H (-2.652, -0.299, -2.649)  0.208



The following is a DFT calculation (the ωB97M-V functional and the def2-TZVPD basis) of a molecular structure, C18H24N2O2 at a distorted geometry.

Values from the calculation:
- Calculated total energy: -26114.3486 eV
- Lowest unoccupied orbital energy: -0.4 eV
- Total charge: 0
- Max |F|: 0.3095 hartree/bohr

Each line ends with the natural charge from an NBO analysis.
Element x y z (Å)
O (5.415, 1.871, -0.528)  -0.708
O (6.737, 0.255, 0.377)  -0.484
N (5.309, -2.913, 0.831)  -0.337
N (-1.867, -0.427, -1.525)  -0.366
C (3.263, -0.079, -0.326)  -0.029
C (0.323, 0.616, -1.131)  -0.259
C (0.782, -0.748, -0.791)  0.093
C (-1.373, -1.555, -1.030)  0.090
C (8.999, 0.580, 0.705)  -0.594
C (-6.112, 1.007, 0.397)  -0.424
C (-0.067, -1.923, -0.552)  -0.265
C (4.886, -1.736, 0.548)  0.280
C (-3.960, -0.001, -0.609)  -0.400
C (-5.408, 0.363, -0.793)  -0.423
C (4.534, -0.453, -0.142)  -0.370
C (7.764, 1.168, 0.108)  -0.094
C (2.219, -1.275, -0.443)  -0.376
C (-0.876, 0.525, -1.500)  0.089
C (-3.232, -0.207, -1.839)  -0.183
C (5.507, 0.576, -0.022)  0.760
C (-5.326, 0.242, 2.809)  -0.602
C (-6.211, -0.074, 1.599)  -0.339
H (-1.337, 1.449, -1.837)  0.189
H (0.230, -2.822, -0.262)  0.229
H (-5.532, -0.625, 3.554)  0.212
H (-3.267, 0.565, -2.643)  0.222
H (7.597, 1.800, 0.899)  0.182
H (-7.197, 1.059, 0.222)  0.228
H (-5.413, 1.167, 3.122)  0.199
H (-7.470, -0.067, 2.050)  0.142
H (-2.163, -2.468, -1.063)  0.193
H (8.994, 0.112, 1.722)  0.238
H (7.925, 1.623, -0.821)  0.211
H (-5.567, 1.161, -1.566)  0.212
H (-5.954, 1.985, 0.864)  0.220
H (2.361, -2.131, 0.111)  0.213
H (-6.346, -1.011, 1.482)  0.187
H (9.312, -0.149, -0.396)  0.170
H (9.926, 1.317, 0.568)  0.219
H (-3.962, -0.736, 0.458)  0.243
H (3.094, 1.011, -0.716)  0.253
H (1.024, 1.133, -1.252)  0.206
H (-5.903, -0.524, -0.846)  0.206
H (-3.596, -0.943, -2.094)  0.179
H (-3.609, 1.008, -0.001)  0.196
H (-4.454, 0.275, 2.301)  0.192